This record from the Open Molecules 2025 dataset describes a 2-piece molecular cluster, CHO6S overall in a non-equilibrium geometry. The level of theory is wB97M-V/def2-TZVPD.

Results
* HOMO energy (alpha / beta): -2.534 / -5.922 eV
* energy above the lowest of the compared OMol25 structures with the same formula, charge and spin: 67.5 kcal per mole
* max |F|: 0.147 hartree/bohr
* spin multiplicity: 3
* charge: -1
* expectation value of S²: 2.01
* orbital gap (alpha / beta): 6.4 / 7.6 eV

Positions of all 9 atoms, in Å:
C -0.354 -1.122 0.061
O -1.941 0.673 -1.046
O -0.747 -2.087 0.574
O -1.408 0.692 1.394
O 0.169 1.583 -0.238
O 2.133 -0.138 -0.640
O 1.583 -0.962 0.370
S -0.895 0.680 -0.006
H 1.462 0.680 -0.469



This record from the Open Molecules 2025 dataset describes C11H19NO in the gas phase in a non-equilibrium geometry. The level of theory is wB97M-V/def2-TZVPD.

Results
* HOMO energy: -7.807 eV
* SMILES string: C[C@H]1CC[C@]2(CN3CCC2CC3)O1
* energy above the lowest of the compared OMol25 structures with the same formula, charge and spin: 94.4 kcal per mole
* max |F|: 0.143 hartree/bohr
* orbital gap: 8.7 eV

Positions of all 32 atoms, in Å:
C 3.625 0.986 0.090
C 2.379 0.200 -0.452
C 2.246 -1.132 0.247
C 0.792 -1.551 -0.247
C 0.064 -0.272 -0.135
C -0.718 -0.414 -1.416
N -2.069 0.376 -1.113
C -3.018 -0.474 -0.198
C -2.121 -0.944 0.986
C -0.888 -0.139 1.100
C -1.147 1.498 0.936
C -1.843 1.576 -0.414
O 1.047 0.705 -0.360
H 4.732 0.656 0.279
H 3.689 2.194 -0.214
H 3.380 0.994 1.196
H 2.578 -0.156 -1.593
H 2.226 -0.866 1.354
H 2.920 -2.044 0.231
H 0.880 -1.809 -1.313
H 0.187 -2.212 0.294
H -0.869 -1.431 -1.582
H -0.368 0.226 -2.168
H -3.964 0.221 0.089
H -3.368 -1.259 -0.860
H -1.485 -1.842 0.688
H -2.844 -1.089 1.903
H -0.335 -0.110 2.043
H -1.811 2.182 1.725
H 0.072 1.691 0.635
H -1.219 2.012 -1.232
H -2.750 2.226 -0.499



This record from the Open Molecules 2025 dataset describes C2H3BrS as an isolated structure in a non-equilibrium geometry. The level of theory is wB97M-V/def2-TZVPD.

Results
* HOMO energy: -9.339 eV
* energy above the lowest of the compared OMol25 structures with the same formula, charge and spin: 27.9 kcal per mole
* max |F|: 0.073 hartree/bohr
* orbital gap: 7.9 eV

Positions of all 7 atoms, in Å:
C 0.492 -0.627 -0.039
C -0.664 0.234 -0.071
S 0.758 -2.141 -0.275
Br 2.383 1.080 0.385
H -1.506 -0.065 -0.706
H -0.446 1.180 -0.332
H -1.017 0.339 1.037



This record from the Open Molecules 2025 dataset describes C6H10ClPS in the gas phase in a non-equilibrium geometry. The level of theory is wB97M-V/def2-TZVPD.

Results
* HOMO energy: -8.721 eV
* SMILES string: C=CC[P@@](=S)(Cl)/C=C/C
* energy above the lowest of the compared OMol25 structures with the same formula, charge and spin: 6.5 kcal per mole
* max |F|: 0.082 hartree/bohr
* orbital gap: 9.3 eV

Positions of all 19 atoms, in Å:
C 3.467 2.132 0.099
C 2.885 1.009 -0.326
C 1.382 0.887 -0.531
P 1.099 -1.175 0.044
S 1.465 -2.363 -1.466
Cl 2.268 -1.272 1.665
C -0.587 -1.235 0.742
C -1.621 -1.617 0.031
C -3.111 -1.600 0.469
H 4.567 2.230 0.052
H 3.015 3.041 0.212
H 3.458 0.007 -0.428
H 1.114 0.780 -1.609
H 0.781 1.604 -0.042
H -0.614 -0.463 1.472
H -1.443 -2.263 -0.908
H -3.250 -2.650 0.936
H -3.654 -1.471 -0.425
H -3.446 -0.910 1.272



This record from the Open Molecules 2025 dataset describes an isolated ion of composition C5H11N2OS and charge +1 in a non-equilibrium geometry. The level of theory is wB97M-V/def2-TZVPD.

Results
* HOMO energy: -12.589 eV
* energy above the lowest of the compared OMol25 structures with the same formula, charge and spin: 141.0 kcal per mole
* max |F|: 0.089 hartree/bohr
* charge: +1
* orbital gap: 7.6 eV

Positions of all 20 atoms, in Å:
C -0.457 -0.612 -0.621
C -0.185 1.340 0.379
C -1.013 0.894 -0.847
C 0.193 -0.049 0.654
C 2.240 -0.986 0.765
N -0.073 -0.698 1.850
N -2.425 0.886 -0.781
O 0.206 -1.932 1.983
S 2.116 -2.471 1.490
H -1.214 -1.311 -0.318
H 0.122 -0.975 -1.455
H 0.534 2.103 0.124
H -0.884 1.827 1.111
H -0.670 1.290 -1.866
H 3.021 -0.496 1.244
H 2.361 -1.106 -0.423
H -2.823 1.777 -1.107
H -0.177 -0.127 2.782
H -2.893 0.333 -0.125
H 1.381 -3.069 0.447



This record from the Open Molecules 2025 dataset describes a 2-piece molecular cluster, C3H9N2O overall in a non-equilibrium geometry. The level of theory is wB97M-V/def2-TZVPD.

Results
* HOMO energy: -14.083 eV
* energy above the lowest of the compared OMol25 structures with the same formula, charge and spin: 16.6 kcal per mole
* max |F|: 0.021 hartree/bohr
* charge: +1
* orbital gap: 10.7 eV

Positions of all 15 atoms, in Å:
N 0.524 -0.845 -0.336
C 0.638 -0.914 -1.635
N 1.246 -1.873 -2.284
H 0.808 -1.618 0.250
H -0.186 -0.199 0.039
H 0.126 -0.145 -2.205
H 1.371 -1.821 -3.283
H 1.788 -2.586 -1.816
O -1.480 1.116 -0.114
C -1.358 1.707 0.945
C -0.531 1.203 2.114
H -1.935 2.623 1.134
H 0.473 0.967 1.764
H -1.038 0.366 2.597
H -0.446 2.020 2.828



This record from the Open Molecules 2025 dataset describes C3H6OS in the gas phase in a non-equilibrium geometry. The level of theory is wB97M-V/def2-TZVPD.

Results
* HOMO energy: -8.732 eV
* SMILES string: O[C@H]1C[C@@H]1S
* energy above the lowest of the compared OMol25 structures with the same formula, charge and spin: 39.2 kcal per mole
* max |F|: 0.038 hartree/bohr
* orbital gap: 9.7 eV

Positions of all 11 atoms, in Å:
O -1.760 -0.866 0.042
C -0.614 -0.317 -0.546
C -0.156 1.002 -0.099
C 0.527 -0.142 0.437
S 2.161 -0.404 -0.217
H -2.574 -0.487 -0.309
H -0.226 -0.631 -1.529
H 0.455 1.678 -0.630
H -0.835 1.455 0.572
H 0.262 -0.365 1.458
H 2.760 -0.923 0.820



This record from the Open Molecules 2025 dataset describes C25H68O9 as an isolated structure in a non-equilibrium geometry. The level of theory is wB97M-V/def2-TZVPD.

Results
* HOMO energy: -7.774 eV
* energy above the lowest of the compared OMol25 structures with the same formula, charge and spin: 905.3 kcal per mole
* max |F|: 0.351 hartree/bohr
* orbital gap: 8.2 eV

Positions of all 102 atoms, in Å:
C -2.749 -0.997 0.635
C -1.746 -1.454 -0.392
C -2.129 -2.873 -0.826
O -1.691 -0.570 -1.468
H -2.899 -1.686 1.466
H -3.665 -0.688 0.131
H -2.348 -0.128 1.156
H -0.787 -1.605 0.104
H -3.191 -2.874 -1.071
H -1.884 -3.647 -0.099
H -1.696 -3.158 -1.784
H -2.302 -0.961 -2.096
C -3.573 2.027 -0.136
C -2.245 2.069 -0.889
C -2.588 2.118 -2.366
O -1.427 3.178 -0.549
H -4.366 2.631 -0.577
H -3.426 2.306 0.908
H -4.020 1.035 -0.067
H -1.659 1.174 -0.679
H -3.401 1.464 -2.681
H -1.653 1.860 -2.865
H -3.038 3.053 -2.698
H -0.607 3.149 -1.046
C 0.775 -1.088 -3.521
C 0.112 0.225 -3.962
C -1.393 0.057 -3.770
O 0.693 1.228 -3.225
H 0.588 -1.272 -2.463
H 1.822 -0.933 -3.783
H 0.477 -2.042 -3.954
H 0.395 0.386 -5.002
H -1.847 1.046 -3.837
H -1.686 -0.271 -2.773
H -1.929 -0.560 -4.491
H 0.541 1.029 -2.298
C 4.322 -1.992 -0.024
C 3.885 -1.261 -1.361
C 2.431 -1.415 -1.765
O 4.170 0.148 -1.139
H 3.879 -1.405 0.781
H 5.399 -2.094 0.114
H 3.928 -3.008 -0.048
H 4.516 -1.527 -2.209
H 2.221 -2.410 -2.156
H 2.070 -0.811 -2.597
H 1.818 -1.089 -0.924
H 3.640 0.372 -0.371
C 0.492 4.100 2.332
C -0.309 4.034 1.080
C 0.431 4.539 -0.098
O -0.541 2.668 0.900
H 1.069 5.025 2.298
H 1.257 3.350 2.532
H -0.184 4.082 3.187
H -1.262 4.541 1.233
H -0.016 4.354 -1.075
H 1.433 4.125 -0.215
H 0.738 5.584 -0.056
H -1.139 2.520 0.164
C 0.509 -2.889 -0.630
C 1.793 -3.659 -0.229
C 2.331 -3.231 1.070
O 1.536 -5.079 -0.365
H 0.779 -1.834 -0.604
H -0.281 -3.055 0.103
H 0.263 -3.041 -1.681
H 2.445 -3.357 -1.048
H 1.574 -3.476 1.814
H 2.500 -2.165 1.220
H 3.239 -3.726 1.415
H 2.426 -5.437 -0.352
C 0.071 -1.523 2.131
C 1.221 -0.559 2.445
C 2.484 -1.194 3.109
O 1.546 0.250 1.299
H -0.243 -2.005 3.057
H 0.341 -2.288 1.403
H -0.857 -1.006 1.886
H 0.877 0.070 3.266
H 3.156 -0.553 3.679
H 3.060 -1.621 2.288
H 2.309 -2.118 3.660
H 0.747 0.736 1.082
C -1.301 0.278 3.810
C -1.587 0.965 2.469
C -1.739 2.408 2.621
O -0.602 0.733 1.393
H -0.745 -0.655 3.718
H -2.265 0.035 4.258
H -0.715 0.793 4.571
H -2.469 0.453 2.083
H -2.119 2.908 1.729
H -0.752 2.792 2.879
H -2.371 2.800 3.417
H -0.527 1.573 0.933
C 0.099 0.369 -0.270
O -0.128 0.731 -1.570
H 0.276 1.276 0.307
H -0.746 -0.169 0.160
H 0.939 -0.323 -0.204
H -0.784 0.133 -1.936



> Which formula does entry 8 have?

C25H68O9



Please write out number 2 again, unchanged.
This record from the Open Molecules 2025 dataset describes C11H19NO in the gas phase in a non-equilibrium geometry. The level of theory is wB97M-V/def2-TZVPD.

Results
* HOMO energy: -7.807 eV
* SMILES string: C[C@H]1CC[C@]2(CN3CCC2CC3)O1
* energy above the lowest of the compared OMol25 structures with the same formula, charge and spin: 94.4 kcal per mole
* max |F|: 0.143 hartree/bohr
* orbital gap: 8.7 eV

Positions of all 32 atoms, in Å:
C 3.625 0.986 0.090
C 2.379 0.200 -0.452
C 2.246 -1.132 0.247
C 0.792 -1.551 -0.247
C 0.064 -0.272 -0.135
C -0.718 -0.414 -1.416
N -2.069 0.376 -1.113
C -3.018 -0.474 -0.198
C -2.121 -0.944 0.986
C -0.888 -0.139 1.100
C -1.147 1.498 0.936
C -1.843 1.576 -0.414
O 1.047 0.705 -0.360
H 4.732 0.656 0.279
H 3.689 2.194 -0.214
H 3.380 0.994 1.196
H 2.578 -0.156 -1.593
H 2.226 -0.866 1.354
H 2.920 -2.044 0.231
H 0.880 -1.809 -1.313
H 0.187 -2.212 0.294
H -0.869 -1.431 -1.582
H -0.368 0.226 -2.168
H -3.964 0.221 0.089
H -3.368 -1.259 -0.860
H -1.485 -1.842 0.688
H -2.844 -1.089 1.903
H -0.335 -0.110 2.043
H -1.811 2.182 1.725
H 0.072 1.691 0.635
H -1.219 2.012 -1.232
H -2.750 2.226 -0.499